one:
107
Properties=species:S:1:pos:R:3:lowdin_charge:R:1 method="wB97M-V/def2-TZVPD" charge=-1 e_homo_ev=-4.606 lumo_energy_ev=2.29
Pb -0.085 0.172 -0.212 1.2813
O -1.994 2.680 3.241 -0.0074
C -1.141 2.106 2.548 -0.6382
O -1.392 1.328 1.574 -0.2414
C 0.331 2.299 2.930 -0.0923
C 1.080 0.964 3.159 -0.2545
C 2.209 1.202 4.166 -0.1023
C 3.167 2.073 3.312 -0.0899
C 2.472 2.042 1.937 -0.2595
O 1.829 0.763 1.950 -0.1818
C 1.282 3.010 1.913 -0.0918
C 0.820 3.293 0.466 -0.5823
O 0.778 4.467 0.122 0.0425
O 0.607 2.306 -0.343 -0.2294
H 0.324 2.877 3.854 0.1411
H 0.442 0.102 3.332 0.1391
H 1.863 1.699 5.072 0.1092
H 2.676 0.255 4.444 0.1064
H 3.268 3.091 3.690 0.1112
H 4.163 1.633 3.249 0.1023
H 3.138 2.114 1.082 0.1323
H 1.566 3.986 2.304 0.1431
N 3.892 -1.700 0.610 -0.1346
P 2.358 -2.458 0.926 1.0606
C 3.080 -4.051 1.526 -0.3526
C 4.220 -4.648 0.987 -0.0989
C 4.675 -5.866 1.466 -0.0905
C 3.990 -6.516 2.485 -0.0995
C 2.852 -5.938 3.024 -0.0904
C 2.407 -4.710 2.550 -0.1033
C 1.867 -3.035 -0.746 -0.3918
C 2.740 -3.188 -1.817 -0.1062
C 2.267 -3.630 -3.043 -0.0949
C 0.918 -3.918 -3.208 -0.0945
C 0.043 -3.765 -2.144 -0.0787
C 0.514 -3.319 -0.916 -0.1372
C 4.037 -0.466 0.007 -0.3983
C 5.249 0.232 0.128 -0.0330
C 5.387 1.427 -0.543 -0.0881
C 4.333 1.907 -1.310 -0.0710
C 3.174 1.156 -1.360 -0.1433
N 3.018 -0.008 -0.717 0.1014
H 4.634 -1.949 1.245 0.0904
H 4.746 -4.161 0.174 0.0938
H 5.561 -6.316 1.035 0.0987
H 4.344 -7.470 2.855 0.0971
H 2.311 -6.437 3.818 0.0998
H 1.523 -4.257 2.980 0.0726
H 3.787 -2.937 -1.694 0.0961
H 2.948 -3.732 -3.879 0.1001
H 0.547 -4.237 -4.174 0.1013
H -1.013 -3.966 -2.275 0.1045
H -0.176 -3.168 -0.090 0.0786
H 6.050 -0.171 0.736 0.1029
H 6.310 1.988 -0.462 0.1027
H 4.392 2.848 -1.838 0.1044
H 2.314 1.507 -1.916 0.0966
C -6.934 0.071 -0.202 -0.1033
C -5.959 -0.848 -0.574 -0.0931
C -4.678 -0.414 -0.870 -0.1165
C -4.348 0.942 -0.816 -0.3516
C -5.332 1.854 -0.452 -0.0759
C -6.616 1.419 -0.142 -0.0882
P -2.612 1.375 -1.203 1.0678
C -2.537 3.185 -1.052 -0.3417
C -2.185 3.996 -2.127 -0.0720
C -2.034 5.365 -1.952 -0.0873
C -2.233 5.934 -0.705 -0.0962
C -2.579 5.130 0.372 -0.0721
C -2.725 3.762 0.205 -0.1061
C -2.563 1.085 -3.001 -0.3266
C -3.641 1.353 -3.808 -0.0927
C -3.575 1.127 -5.196 -0.0895
C -2.429 0.628 -5.746 -0.0517
C -1.305 0.320 -4.943 -0.1787
C -0.136 -0.240 -5.516 -0.0648
C 0.912 -0.576 -4.713 -0.0980
C 0.844 -0.351 -3.318 -0.1738
C -0.236 0.232 -2.691 -0.2287
C -1.349 0.552 -3.538 -0.2025
H -7.934 -0.264 0.042 0.0938
H -6.196 -1.903 -0.621 0.0983
H -3.916 -1.135 -1.149 0.1086
H -5.095 2.909 -0.406 0.0983
H -7.369 2.142 0.147 0.0980
H -2.007 3.559 -3.101 0.1011
H -1.740 5.982 -2.792 0.0967
H -2.091 6.998 -0.565 0.0957
H -2.705 5.553 1.360 0.1062
H -2.951 3.146 1.066 0.0887
H -4.552 1.746 -3.373 0.1051
H -4.432 1.351 -5.820 0.0944
H -2.365 0.449 -6.814 0.1028
H -0.104 -0.405 -6.588 0.0989
H 1.803 -1.027 -5.139 0.0940
H 1.694 -0.682 -2.728 0.0537
C -2.230 -0.649 4.664 -0.0757
C -1.313 -1.691 4.620 -0.0924
C -1.140 -2.368 3.425 -0.1765
N -1.821 -2.099 2.308 0.0672
C -2.708 -1.108 2.378 -0.1534
C -2.941 -0.352 3.520 -0.0671
H -2.364 -0.063 5.564 0.1072
H -0.719 -1.959 5.484 0.0954
H -0.404 -3.160 3.356 0.0738
H -3.239 -0.870 1.465 0.0891
H -3.616 0.491 3.476 0.1091


two:
107
Properties=species:S:1:pos:R:3:lowdin_charge:R:1 method="wB97M-V/def2-TZVPD" charge=-1 e_homo_ev=-4.610 lumo_energy_ev=2.28
Pb -1.561 0.095 -0.090 1.3213
O -3.419 1.469 -3.695 0.0680
C -2.602 1.476 -2.791 -0.6066
O -2.858 1.124 -1.571 -0.2462
C -1.195 2.034 -3.082 -0.0874
C -0.585 2.723 -1.865 -0.2572
C 0.452 3.793 -2.223 -0.0843
C 1.773 3.007 -2.233 -0.0644
C 1.337 1.569 -1.907 -0.2749
O 0.170 1.770 -1.095 -0.1927
C -0.252 1.001 -3.810 -0.2019
C -0.933 -0.429 -3.767 -0.6200
O -1.317 -0.931 -4.821 0.0409
O -0.971 -0.922 -2.598 -0.1940
H -1.396 2.824 -3.806 0.1340
H -1.377 3.095 -1.214 0.1541
H 0.228 4.270 -3.175 0.1114
H 0.468 4.562 -1.450 0.1046
H 2.289 3.028 -3.191 0.1183
H 2.447 3.374 -1.460 0.0872
H 2.064 1.019 -1.313 0.1403
H -0.955 1.142 -5.792 0.1305
N 2.142 -1.169 -2.276 -0.1182
P 1.102 -1.759 -1.046 1.0054
C 2.433 -2.425 0.027 -0.3533
C 2.619 -1.773 1.243 -0.1093
C 3.612 -2.167 2.130 -0.0789
C 4.436 -3.233 1.800 -0.0972
C 4.256 -3.900 0.594 -0.0937
C 3.260 -3.502 -0.282 -0.0932
C 0.453 -3.347 -1.686 -0.3567
C 0.320 -3.603 -3.048 -0.0736
C -0.260 -4.785 -3.483 -0.0760
C -0.729 -5.716 -2.567 -0.1071
C -0.620 -5.459 -1.207 -0.1038
C -0.032 -4.281 -0.772 -0.1084
C 1.741 -0.356 -3.356 -0.3445
C 2.101 -0.720 -4.604 -0.0584
C 2.012 0.117 -5.783 -0.1148
C 1.137 1.092 -6.026 -0.0924
C -0.071 1.498 -5.250 -0.1172
N 1.043 0.817 -3.095 0.0615
H 2.873 -1.807 -2.563 0.0916
H 1.957 -0.953 1.497 0.0475
H 3.726 -1.649 3.075 0.0926
H 5.212 -3.554 2.485 0.0957
H 4.893 -4.740 0.341 0.0969
H 3.109 -4.047 -1.208 0.1069
H 0.611 -2.852 -3.769 0.0883
H -0.373 -4.962 -4.545 0.1024
H -1.194 -6.632 -2.911 0.0918
H -0.998 -6.173 -0.485 0.0936
H 0.048 -4.086 0.293 0.1037
H 2.531 -1.708 -4.729 0.0978
H 2.762 -0.073 -6.547 0.0877
H 1.267 1.637 -6.958 0.0909
H -0.122 2.592 -5.270 0.1065
C 2.377 -1.102 5.882 -0.1028
C 1.257 -1.618 5.243 -0.0883
C 0.657 -0.907 4.217 -0.1029
C 1.148 0.340 3.826 -0.3851
C 2.272 0.846 4.473 -0.1006
C 2.885 0.128 5.492 -0.0928
P 0.243 1.172 2.468 1.0586
C 1.387 2.508 1.982 -0.3633
C 2.656 2.157 1.513 -0.1143
C 3.538 3.125 1.064 -0.0959
C 3.154 4.461 1.042 -0.1060
C 1.886 4.815 1.475 -0.0876
C 1.009 3.846 1.948 -0.0707
C -1.061 2.059 3.383 -0.3328
C -0.773 2.602 4.614 -0.0985
C -1.743 3.306 5.347 -0.0894
C -2.995 3.451 4.821 -0.0498
C -3.329 2.904 3.561 -0.1817
C -4.635 3.074 3.047 -0.0683
C -4.954 2.556 1.828 -0.0905
C -3.984 1.851 1.079 -0.1543
C -2.692 1.635 1.514 -0.2249
C -2.358 2.182 2.799 -0.2121
H 2.857 -1.663 6.675 0.0968
H 0.863 -2.584 5.530 0.1008
H -0.201 -1.324 3.700 0.1044
H 2.674 1.808 4.180 0.1024
H 3.760 0.535 5.984 0.0996
H 2.962 1.116 1.506 0.0956
H 4.520 2.833 0.712 0.1052
H 3.837 5.218 0.678 0.0991
H 1.572 5.851 1.451 0.1012
H 0.024 4.136 2.292 0.1066
H 0.220 2.486 5.031 0.0956
H -1.493 3.725 6.314 0.0951
H -3.762 3.991 5.366 0.1044
H -5.361 3.622 3.637 0.1000
H -5.952 2.686 1.423 0.0963
H -4.285 1.483 0.106 0.0679
C -4.869 -4.368 -0.148 -0.0829
C -4.650 -3.549 -1.243 -0.0516
C -3.981 -2.348 -1.052 -0.1165
N -3.544 -1.957 0.142 -0.0057
C -3.748 -2.748 1.189 -0.1514
C -4.408 -3.963 1.097 -0.0772
H -5.384 -5.314 -0.262 0.1002
H -4.976 -3.829 -2.235 0.1057
H -3.765 -1.682 -1.882 0.1152
H -3.364 -2.394 2.140 0.1064
H -4.553 -4.573 1.978 0.0957


Of them, two has the lowest stability.


one:
23
Properties=species:S:1:pos:R:3:lowdin_charge:R:1 method="wB97M-V/def2-TZVPD" charge=+1 e_homo_ev="-12.511 / -12.508" lumo_energy_ev="-4.29 / -4.29"
C 1.566 -0.807 0.006 0.0321
C 2.118 0.542 -0.027 -0.4565
C -0.587 -0.165 -0.729 -0.0169
C -0.173 -2.423 -0.283 0.0241
C -1.753 0.397 1.311 0.0051
C -2.405 1.311 -0.868 -0.0160
N 0.305 -1.050 -0.227 -0.1101
N 1.292 1.510 -0.164 0.1660
N 3.465 0.641 0.092 0.1519
N -1.534 0.431 -0.128 -0.1793
H 2.226 -1.648 0.153 0.1430
H -1.223 -2.459 0.003 0.1071
H -0.084 -2.826 -1.294 0.1197
H 0.405 -3.047 0.394 0.1113
H -2.749 0.772 1.538 0.1016
H -1.662 -0.619 1.694 0.0954
H -1.011 1.024 1.807 0.1057
H -2.114 1.319 -1.915 0.1016
H -3.438 0.977 -0.779 0.1057
H -2.322 2.320 -0.463 0.1095
H 1.708 2.431 -0.244 0.0764
H 4.063 -0.161 0.182 0.1070
H 3.907 1.530 -0.060 0.1155


two:
23
Properties=species:S:1:pos:R:3:lowdin_charge:R:1 method="wB97M-V/def2-TZVPD" charge=+1 e_homo_ev=-13.467 lumo_energy_ev=-3.20
C -1.517 1.226 0.781 -0.0947
C -1.940 -0.406 -0.880 -0.1587
C 2.006 1.000 -0.310 -0.1795
C -0.041 1.129 0.797 -0.1075
C 0.406 -0.700 0.180 -0.3534
C 0.031 -1.834 1.066 0.0012
N -2.304 0.553 0.068 0.0795
N 0.699 1.645 -0.317 -0.0543
N 1.737 -0.422 -0.067 0.0186
N -0.448 -0.576 -1.103 0.1143
H -1.975 1.908 1.490 0.1251
H -2.375 -1.367 -0.582 0.1415
H -2.388 -0.112 -1.836 0.1465
H 2.500 1.173 -1.271 0.1323
H 2.661 1.361 0.498 0.1312
H 0.420 1.214 1.780 0.1447
H 0.668 -1.821 1.946 0.1029
H 0.179 -2.792 0.566 0.0974
H -1.005 -1.766 1.386 0.0877
H 0.752 2.659 -0.357 0.1491
H 2.288 -1.075 -0.604 0.1426
H -0.259 -1.334 -1.769 0.1827
H -0.094 0.339 -1.463 0.1508


three:
23
Properties=species:S:1:pos:R:3:lowdin_charge:R:1 method="wB97M-V/def2-TZVPD" charge=+1 e_homo_ev=-12.790 lumo_energy_ev=-5.65
C -3.001 0.492 0.335 -0.0338
C -1.721 0.323 0.735 -0.0531
C -2.056 -0.547 -1.249 -0.0675
C 2.326 -2.082 -0.623 -0.0340
C 0.803 -1.848 -0.934 -0.1557
C 0.116 -0.878 -0.112 0.0337
N -3.157 -0.053 -0.918 0.1422
N -1.078 -0.418 -0.216 0.0031
N 0.174 2.679 1.056 -0.1002
N 1.427 2.073 0.966 -0.0742
H -3.896 0.836 0.797 0.1230
H -1.336 0.593 1.673 0.1094
H -1.850 -1.028 -2.104 0.1078
H 2.804 -2.050 -1.539 0.0575
H 2.535 -2.982 -0.075 0.0886
H 2.637 -1.232 -0.109 0.0527
H 0.674 -1.518 -2.048 0.1713
H 0.136 -2.832 -0.913 0.1898
H 0.226 3.734 1.046 0.1076
H -0.337 2.348 1.893 0.0661
H 2.054 2.432 1.559 0.0180
H 1.841 2.341 0.062 0.0972
H 0.678 -0.382 0.714 0.1506


Of them, three has the lowest stability.